[1]
Density functional theory data (ωB97M-V/def2-TZVPD) for a gas-phase ion, C21H11Cl4O4 (charge -1) in a non-equilibrium geometry.

Geometry (Å):
C (-2.07, -3.55, 0.68)
H (3.27, -0.85, 3.88)
H (2.46, 2.75, 0.49)
H (4.21, 1.47, 4.24)
H (-2.82, 0.67, -2.72)
C (3.35, 2.23, 2.39)
H (-0.65, 4.68, -0.78)
C (-1.01, -2.64, 1.07)
C (-1.32, 1.35, -1.32)
C (-1.13, -3.98, -1.54)
C (0.15, -2.28, -0.03)
C (2.32, -0.29, 2.05)
C (-1.04, -0.12, -0.98)
C (3.09, -0.04, 3.17)
Cl (1.15, -2.98, -2.45)
Cl (-3.50, -5.19, -0.96)
C (3.61, 1.24, 3.36)
H (1.91, -1.29, 1.86)
C (2.07, 0.67, 1.06)
O (-0.82, -2.29, 2.24)
C (-1.15, 3.79, -1.18)
H (3.74, 3.24, 2.57)
C (2.61, 1.96, 1.24)
C (-0.77, 2.51, -0.73)
H (-2.44, 4.95, -2.48)
Cl (-1.34, -4.67, -3.10)
Cl (-3.32, -3.76, 1.83)
O (1.32, -2.60, 0.46)
H (-3.54, 2.91, -3.44)
H (-0.04, 2.45, 0.08)
C (1.40, 0.19, -0.21)
C (-2.15, -4.21, -0.54)
H (-0.27, -0.44, 0.98)
O (1.86, 0.43, -1.32)
C (-0.11, -3.09, -1.34)
C (-2.15, 3.95, -2.13)
C (-2.34, 1.55, -2.28)
O (-1.89, -0.95, -1.40)
C (0.10, -0.59, -0.08)
C (-2.76, 2.81, -2.69)

- max |F| (eV/Å) = 3.18
- charge = -1
- Kohn-Sham gap (eV) = 6.93
- HOMO energy (eV) = -4.69
- E_LUMO (eV) = 2.24
- relative energy (zero: lowest compared OMol25 entry of this formula, charge and spin) (kJ/mol) = 0.0
- energy (a.u.) = -2948.5719
- structure (SMILES) = O=C(c1ccccc1)C(C(=O)c1ccccc1)[C@@]1([O-])C(=O)C(Cl)=C(Cl)C(Cl)=C1Cl

***

[2]
Density functional theory data (ωB97M-V/def2-TZVPD) for a molecular structure, C21H12Cl6IrNO5S.

Geometry (Å):
H (-2.34, 3.34, 2.03)
H (2.68, -0.89, 4.03)
C (2.29, -0.92, 3.02)
C (-1.20, -5.20, 0.62)
C (-0.19, -5.85, -0.07)
H (2.26, 2.99, -1.52)
Ir (-1.15, -1.17, -1.19)
C (3.11, -1.29, 1.96)
C (2.57, -1.31, 0.70)
H (-2.46, 3.11, -0.41)
Cl (-0.14, 3.91, 3.76)
C (-1.49, 2.95, -2.74)
O (-4.01, -1.69, -1.92)
Cl (-2.01, -6.03, 1.90)
N (1.28, -0.97, 0.48)
C (0.43, -5.19, -1.14)
H (-2.34, 3.62, -2.56)
Cl (1.65, -6.01, -2.05)
C (0.04, -3.89, -1.45)
C (-1.90, 1.52, -2.39)
C (0.86, 3.80, -0.11)
H (2.97, 4.12, -0.34)
H (3.10, -1.58, -0.20)
C (0.98, -0.59, 2.79)
Cl (0.75, -3.16, -2.86)
C (-1.45, 3.49, 1.43)
C (0.43, -0.62, 1.49)
O (-3.04, 1.17, -2.71)
H (1.85, 4.12, 1.76)
S (-1.19, -0.27, 1.15)
C (-0.24, 3.76, 2.02)
H (1.99, 4.72, -1.69)
O (-0.33, 3.42, -2.08)
C (0.91, 3.92, 1.27)
C (-1.56, -3.89, 0.28)
Cl (0.28, -7.45, 0.35)
C (-0.37, 3.52, -0.72)
C (-0.91, -3.17, -0.73)
H (4.14, -1.57, 2.09)
C (-1.52, 3.36, 0.04)
H (0.31, -0.31, 3.59)
Cl (-2.89, -3.19, 1.13)
C (2.09, 3.92, -0.96)
O (-0.99, 0.85, -1.81)
H (-1.25, 2.98, -3.80)
C (-2.92, -1.46, -1.66)
O (0.90, -0.95, -0.79)

- max |F| (eV/Å) = 0.48
- charge = -1
- Kohn-Sham gap (alpha / beta) (eV) = 6.71 / 7.26
- HOMO energy (alpha / beta) (eV) = -4.30 / -4.88
- E_LUMO (alpha / beta) (eV) = 2.41 / 2.38
- relative energy (zero: lowest compared OMol25 entry of this formula, charge and spin) (kJ/mol) = 0.0
- energy (a.u.) = -4502.2091
- spin multiplicity = 2

***

> What is the max |F| in the first record?

3.18 eV/Å